(1)
17
Properties=species:S:1:pos:R:3:forces:R:3:nbo_charge:R:1 method="wB97M-V/def2-TZVPD" orbital_gap_ev=8.922 total_energy_ha=-359.947992 lumo_ev=0.9587 total_charge=0
N -0.81107 -1.16646 -0.25371 -3.5 -9.6 1.1 -0.60
N 0.94389 0.75077 1.40191 -0.7 4.2 7.9 -0.45
N 1.86123 0.90766 0.50029 1.9 -0.6 0.1 -0.19
C -0.07561 -0.09036 -0.48166 4.1 3.1 0.8 -0.02
C -0.28754 0.46361 0.93081 -1.6 -4.7 -0.1 -0.06
C -0.50773 0.54892 -1.62425 -3.6 2.3 -7.4 -0.57
C -0.60401 -1.10246 1.22637 -1.5 1.9 -1.7 -0.20
C 1.44927 0.17388 -0.43525 3.1 -0.4 -3.7 -0.06
H -0.88658 -2.35146 -0.85425 1.1 5.0 2.1 0.36
H -0.99693 1.17345 1.20248 -1.8 1.0 0.0 0.20
H -1.69638 0.72056 -1.58271 2.6 -0.3 -0.2 0.22
H 0.32217 -1.52023 1.48290 1.2 -0.8 0.9 0.18
H -0.00818 1.54323 -1.91180 -0.7 -1.6 0.4 0.23
H -1.44012 -1.32746 1.86691 -0.3 -0.4 0.1 0.19
H -0.35693 -0.29306 -2.54487 -0.3 2.5 2.1 0.21
H 2.26899 0.19731 -1.19165 -1.5 -0.7 -0.5 0.20
H 0.82554 1.37210 2.26848 1.5 -0.7 -2.1 0.36

=====

(2)
38
Properties=species:S:1:pos:R:3:forces:R:3:nbo_charge:R:1 method="wB97M-V/def2-TZVPD" orbital_gap_ev=9.126 total_energy_ha=-2569.565108 lumo_ev=0.1039 total_charge=0
Cl 0.06490 4.07735 1.07732 -0.2 0.3 0.2 0.10
S 1.99511 1.82854 1.33204 -0.1 0.6 -0.3 0.54
S 4.02009 0.00605 0.09793 0.1 -0.1 -0.3 2.31
S -1.50922 0.70296 0.12417 -0.3 -0.2 -0.2 2.31
O 5.23464 0.17343 -0.63392 -0.1 0.1 -0.3 -0.92
O 4.08635 -0.39979 1.47021 -0.3 0.2 0.2 -0.93
O -0.97881 1.63350 -0.83747 0.0 -0.3 -0.2 -0.95
O -1.82253 1.21913 1.42482 -0.2 -0.1 0.2 -0.94
N 3.11267 -1.14969 -0.77686 0.7 0.8 0.0 -0.85
N -2.89225 -0.06088 -0.47527 1.0 0.3 0.5 -0.66
C -1.89730 -1.85125 1.86211 -0.1 -0.2 0.2 -0.65
C -2.67888 -0.50518 -1.83315 0.1 -0.1 -0.4 -0.43
C 0.40820 -2.68087 1.25705 -0.1 0.1 0.0 -0.20
C 1.86792 -1.42733 -0.18894 -1.0 -0.1 0.3 0.18
C 1.63032 -2.52952 0.62612 0.1 0.2 -0.1 -0.21
C 1.86403 3.26919 -0.81612 -0.1 0.0 0.2 -0.29
C -0.35557 -0.65583 0.28782 -0.2 0.4 -0.2 -0.35
C -0.60255 -1.73087 1.13178 0.0 -0.1 0.1 0.03
C -4.09990 0.71414 -0.28301 -0.1 0.3 0.2 -0.43
C 1.30618 3.13924 0.42473 0.7 -0.7 0.0 -0.23
C 3.02026 1.45174 -0.00042 0.2 -0.5 0.5 -0.60
C 0.83940 -0.51281 -0.38479 0.0 -0.2 -0.2 -0.21
C 2.84554 2.29031 -1.05967 0.2 -0.2 0.1 -0.17
H -2.13821 -0.90099 2.33260 -0.1 -0.1 0.1 0.25
H 0.95842 0.32454 -1.05222 0.1 0.1 -0.1 0.26
H -1.76327 -1.09366 -1.85732 0.0 -0.1 -0.2 0.22
H -4.17037 1.54835 -0.98969 0.0 0.0 0.0 0.19
H -3.51734 -1.12879 -2.14141 0.0 0.0 0.0 0.21
H 3.70338 -1.96550 -0.87926 0.2 -0.1 -0.1 0.40
H -4.07503 1.10623 0.73063 -0.2 0.1 0.0 0.24
H -2.57597 0.33786 -2.52548 0.0 -0.1 0.0 0.20
H 1.56725 4.02197 -1.52161 -0.1 0.1 -0.1 0.24
H 3.40552 2.19611 -1.97161 0.1 0.0 -0.2 0.25
H -2.70129 -2.08155 1.16480 -0.1 0.0 0.0 0.24
H 2.41321 -3.25715 0.78018 0.1 -0.1 0.1 0.22
H -1.84524 -2.63207 2.61617 0.0 0.0 0.1 0.22
H 0.24560 -3.53931 1.89178 0.0 -0.1 0.1 0.22
H -4.96526 0.06240 -0.40405 0.0 0.0 0.0 0.21

=====

(3)
75
Properties=species:S:1:pos:R:3:forces:R:3:mulliken_charge:R:1 method="wB97M-V/def2-TZVPD" orbital_gap_ev=7.726 total_energy_ha=-2706.589054 lumo_ev=-5.9467 total_charge=+2
Sb 2.23172 -0.81026 -0.50168 0.0 0.0 0.0 2.04
Zr -1.48642 0.56425 -0.93255 0.1 0.2 0.1 0.92
S 0.83945 0.46938 -1.88668 0.0 -0.1 0.0 -0.69
Si -3.86007 2.48742 0.21111 0.0 0.0 0.0 -0.13
F -0.16343 0.51095 1.11360 0.0 0.0 0.0 0.49
O -2.03154 1.43695 -2.62776 0.0 -0.1 0.0 -0.70
O -2.53547 1.45366 -4.82219 0.0 0.0 0.0 -0.51
O -2.00877 -1.31532 0.14694 0.0 0.0 0.0 -0.34
O -2.94098 -3.33545 0.26429 0.1 -0.1 0.0 -0.46
O -2.55981 -0.95042 -2.26437 -0.1 0.0 0.0 -0.07
N -2.13436 2.00241 0.30852 0.0 0.0 0.0 0.23
C -2.94338 -0.53977 -3.59901 0.0 0.0 0.0 -0.45
C -2.47431 0.90329 -3.77253 0.0 0.0 -0.1 0.35
C -3.09201 -2.17190 -1.78872 0.0 0.0 0.0 -0.77
C -1.26979 2.55991 1.27367 0.0 0.0 0.0 -0.28
C -1.35036 3.84011 1.81742 0.0 0.0 0.0 -0.23
C 0.67076 2.10886 2.70838 0.0 0.0 0.0 -1.09
C 0.81629 -2.27193 1.79591 0.0 0.0 0.0 -0.35
C 0.54453 3.38234 3.25215 0.0 0.0 0.0 -0.76
C -4.06462 3.98648 -0.85283 0.0 0.0 0.0 -1.01
C 3.94465 2.60005 1.52115 0.0 0.0 0.0 -0.71
C 3.14687 0.43002 0.89934 0.0 0.0 0.0 0.76
C 0.19045 -3.35383 2.40570 0.0 0.0 0.0 -0.69
C 3.68433 -0.12388 2.05946 0.0 0.0 0.0 -0.47
C -4.53852 2.65869 1.92743 0.0 0.0 0.0 -1.05
C 4.33057 -2.80481 -1.27068 0.0 0.0 0.0 -0.35
C 4.47418 2.05999 2.68518 0.0 0.0 0.0 -0.54
C 4.34464 0.70331 2.95688 0.0 0.0 0.0 -0.71
C 5.27938 -3.41168 -2.07874 0.0 0.0 0.0 -0.75
C 3.78688 -1.27269 -3.07282 0.0 0.0 0.0 -0.68
C 3.27268 1.78630 0.62026 0.0 0.0 0.0 -0.61
C -2.63340 -2.25120 -0.36199 0.0 0.0 0.0 0.54
C 4.73894 -1.89032 -3.87077 0.0 0.0 0.0 -0.64
C 0.97759 -3.53901 -0.25995 0.0 0.0 0.0 -1.06
C -0.23629 1.76983 1.74335 0.0 0.0 0.0 1.27
C 5.48076 -2.95335 -3.37448 0.0 0.0 0.0 -0.49
C 0.34892 -4.61319 0.35370 0.0 0.0 0.0 -0.43
C -4.67320 0.99663 -0.61204 0.0 0.0 0.0 -0.94
C -0.03702 -4.52164 1.68767 0.0 0.0 0.0 -0.88
C 1.21209 -2.37034 0.46620 0.0 0.0 0.0 0.73
C -0.45151 4.23671 2.79826 0.0 0.0 0.0 -1.10
C 3.59067 -1.73848 -1.77758 0.0 0.0 0.0 0.78
H -0.53142 5.23129 3.21497 0.0 0.0 0.0 0.44
H -3.61308 4.87131 -0.40097 0.0 0.0 0.0 0.37
H 6.22301 -3.42867 -4.00142 0.0 0.0 0.0 0.41
H -5.62157 2.79340 1.87836 0.0 0.0 0.0 0.41
H 1.31557 -3.62946 -1.28667 0.0 0.0 0.0 0.51
H 4.05501 3.65544 1.31149 0.0 0.0 0.0 0.46
H 4.90228 -1.53832 -4.88021 0.0 0.0 0.0 0.43
H -2.46280 -1.18360 -4.33439 0.0 0.0 0.0 0.41
H -4.18593 -2.17829 -1.82816 0.0 0.0 0.0 0.46
H -4.50864 0.06661 -0.05667 0.0 0.0 0.0 0.14
H 5.86175 -4.23934 -1.69740 0.0 0.0 0.0 0.42
H -4.40772 0.86949 -1.66362 0.0 0.0 0.0 0.21
H -5.75333 1.16398 -0.60189 0.0 0.0 0.0 0.58
H -5.12358 4.20564 -1.00676 0.0 0.0 0.0 0.39
H -2.70997 -3.02642 -2.35325 0.0 0.0 0.0 0.49
H -4.12865 3.51901 2.45611 0.0 0.0 0.0 0.37
H -3.60465 3.83855 -1.83201 0.0 0.0 0.0 0.33
H 1.23248 3.70410 4.02113 0.0 0.0 0.0 0.47
H 5.00022 2.69789 3.38290 0.0 0.0 0.0 0.45
H -2.54456 -3.35264 1.15723 0.0 0.0 0.0 0.45
H 4.76891 0.28572 3.86008 0.0 0.0 0.0 0.45
H 1.00177 -1.37066 2.36604 0.0 0.0 0.0 0.38
H 3.60584 -1.18483 2.26735 0.0 0.0 0.0 0.42
H -4.02834 -0.59484 -3.70311 0.0 0.0 0.0 0.43
H 3.20865 -0.44373 -3.46237 0.0 0.0 0.0 0.40
H -0.49283 -5.37492 2.17482 0.0 0.0 0.0 0.44
H 1.44690 1.42325 3.02161 0.0 0.0 0.0 0.63
H -0.09071 -3.29282 3.44926 0.0 0.0 0.0 0.48
H 0.18807 -5.53110 -0.19645 0.0 0.0 0.0 0.47
H -2.11301 4.52456 1.47106 0.0 0.0 0.0 0.40
H -4.34037 1.76884 2.52848 0.0 0.0 0.0 0.33
H 4.17648 -3.16903 -0.26064 0.0 0.0 0.0 0.37
H 2.85312 2.21149 -0.28406 0.0 0.0 0.0 0.43

=====

| no. | F_max (eV Å⁻¹) |
| --- | --- |
| 1 | 10.32 |
| 2 | 1.16 |
| 3 | 0.25 |